Entry a
An isolated molecule of C3H6N2O, computed with wB97M-V/def2-TZVPD.

Its HOMO-LUMO gap is 8.47 eV. The SMILES is [H]/N=N/C(C)=C\O. For the HOMO energy, the calculation gives -8.26 eV. As for the net charge: 0.

Element x y z (Å)
H -0.74 2.66 1.15
N -0.66 1.98 0.38
N -0.21 0.90 0.83
C -0.07 -0.15 -0.07
C -0.34 -0.04 -1.51
C 0.56 -1.25 0.50
O 0.87 -1.33 1.80
H 0.86 0.14 -1.53
H -1.02 0.77 -1.75
H -0.49 -0.99 -2.00
H 0.66 -2.19 -0.03
H 0.58 -0.51 2.22

Mulliken population analysis, charges in e, atoms 1 to 5:
1. H 0.237
2. N -0.784
3. N 0.009
4. C 0.770
5. C -0.908

=====

Entry b
An isolated molecule of C3H6N2O, computed with wB97M-V/def2-TZVPD.

Its HOMO-LUMO gap is 9.48 eV. The SMILES is [H]/N=C/N(O)C=C. For the HOMO energy, the calculation gives -8.55 eV. As for the net charge: 0.

Element x y z (Å)
H 2.51 -1.52 0.21
N 2.07 -0.63 0.10
C 0.81 -0.84 0.01
N -0.02 0.24 -0.18
O 0.65 1.49 -0.14
C -1.36 0.36 0.21
C -2.28 -0.57 -0.09
H 0.26 -1.77 0.02
H 1.59 1.23 0.21
H -1.62 1.22 0.82
H -1.97 -1.48 -0.66
H -3.34 -0.60 0.35

Mulliken population analysis, charges in e, atoms 1 to 5:
1. H 0.249
2. N -0.677
3. C 0.122
4. N 0.041
5. O -0.485

=====

Stability, highest: entry b

=====

Entry a
A structure of composition C3H6N2O, computed with wB97M-V/def2-TZVPD.

Its HOMO-LUMO gap is 9.62 eV. For the HOMO energy, the calculation gives -9.34 eV. As for the net charge: 0.

Element x y z (Å)
N -0.46 1.73 0.01
C -0.38 0.48 -0.20
C 0.37 -0.34 -1.13
O 0.32 -1.51 -0.37
C -0.51 -0.85 0.55
N -1.04 -1.26 1.60
H -1.09 1.92 0.77
H 1.45 1.42 0.28
H -0.96 0.01 -1.39
H 1.08 -0.30 -1.96
H 1.97 0.92 0.04
H -0.75 -2.22 1.81

Mulliken population analysis, charges in e, atoms 1 to 5:
1. N -0.786
2. C 0.336
3. C -0.431
4. O -0.383
5. C 0.754

=====

Entry b
A structure of composition C3H6N2O, computed with wB97M-V/def2-TZVPD.

Its HOMO-LUMO gap is 8.51 eV. For the HOMO energy, the calculation gives -8.28 eV. As for the net charge: 0.

Element x y z (Å)
C 1.22 0.18 0.12
C 0.16 -0.77 0.16
C -1.11 -0.20 0.00
H 3.39 0.80 0.28
H 2.91 -1.04 -0.34
H 0.81 1.35 0.76
H 0.25 -1.78 -0.20
H -1.19 1.04 -0.39
H -3.27 1.05 0.06
N 2.63 -0.09 -0.33
N -2.38 -0.63 0.17
O -3.43 0.10 -0.28

Mulliken population analysis, charges in e, atoms 1 to 5:
1. C 0.032
2. C -0.371
3. C 0.125
4. H 0.318
5. H 0.233

=====

Stability, highest: entry a

=====

Entry a
A cluster of 2 separate species, C5H8N2 in total, computed with wB97M-V/def2-TZVPD.

Its HOMO-LUMO gap (alpha / beta) is 11.30 / 6.68 eV. For the HOMO energy (alpha / beta), the calculation gives -10.68 / -8.19 eV. As for the net charge: 0.

Element x y z (Å)
C 1.22 -1.26 1.19
C 0.79 -1.20 -0.26
C -0.58 -0.83 -0.70
C -1.56 -0.25 0.20
N -2.32 0.36 0.83
N 0.58 0.04 -0.92
C -0.60 2.56 -0.67
H 0.52 -0.70 1.82
H 1.26 -2.29 1.54
H 2.21 -0.81 1.31
H 1.26 -1.97 -0.89
H -1.03 -1.35 -1.55
H 0.01 1.73 -1.03
H -0.60 3.53 -1.14
H -1.16 2.44 0.25

Mulliken population analysis, charges in e, atoms 1 to 5:
1. C -1.171
2. C 0.347
3. C 0.024
4. C -0.015
5. N -0.470

=====

Entry b
An isolated molecule of C5H8N2, computed with wB97M-V/def2-TZVPD.

Its HOMO-LUMO gap (alpha / beta) is 8.38 / 8.38 eV. For the HOMO energy (alpha / beta), the calculation gives -8.85 / -8.85 eV. As for the net charge: 0.

Element x y z (Å)
C 0.43 -0.52 -2.11
C 0.63 0.56 1.17
C 1.56 1.03 0.11
C -0.28 -0.44 0.33
C -1.80 -0.54 0.24
N 0.77 -0.97 -3.12
N 0.19 0.02 -0.99
H 1.17 -0.01 1.90
H -0.06 1.31 1.61
H 1.43 2.11 -0.04
H 2.42 0.38 0.06
H 0.15 -1.43 0.46
H -2.22 0.54 0.25
H -2.44 -1.03 0.94
H -1.95 -1.02 -0.81

Mulliken population analysis, charges in e, atoms 1 to 5:
1. C 0.486
2. C -0.583
3. C -0.369
4. C 0.298
5. C -1.194

=====

Stability, highest: entry b

=====

Entry a
An isolated molecule of C5H8N2, computed with wB97M-V/def2-TZVPD.

Its HOMO-LUMO gap is 9.00 eV. The SMILES is Cn1cccc1N. For the HOMO energy, the calculation gives -7.99 eV. As for the net charge: 0.

Element x y z (Å)
C -1.30 -1.34 0.43
N -0.11 -0.56 0.16
C 1.18 -0.99 0.33
C 2.03 0.05 0.02
C 1.22 1.15 -0.35
C -0.10 0.75 -0.25
N -1.32 1.42 -0.51
H -2.17 -0.72 0.19
H -1.32 -2.24 -0.19
H -1.34 -1.63 1.48
H 1.39 -2.00 0.65
H 3.11 0.02 0.05
H 1.55 2.14 -0.66
H -1.44 2.22 0.10
H -1.37 1.75 -1.46

Mulliken population analysis, charges in e, atoms 1 to 5:
1. C -0.939
2. N 0.141
3. C -0.495
4. C -0.499
5. C -0.634

=====

Entry b
A structure of composition C5H8N2, computed with wB97M-V/def2-TZVPD.

Its HOMO-LUMO gap (alpha / beta) is 7.72 / 7.73 eV. For the HOMO energy (alpha / beta), the calculation gives -8.43 / -8.21 eV. As for the net charge: 0.

Element x y z (Å)
C 2.38 -0.75 -1.06
C -1.14 0.42 2.41
C -0.46 -0.31 1.43
C -1.03 0.37 0.33
N -1.17 -0.10 -0.93
C -1.60 1.62 0.82
N -1.39 1.70 2.12
H 1.97 -1.74 -1.29
H 2.06 -0.04 -1.83
H 3.47 -0.82 -1.06
H -0.20 -1.36 1.43
H -2.07 0.03 -1.38
H -0.74 -0.99 -1.13
H -2.10 2.38 0.23
H 2.02 -0.41 -0.09

Mulliken population analysis, charges in e, atoms 1 to 5:
1. C -0.968
2. C -0.222
3. C -0.407
4. C 0.951
5. N -0.433

=====

Entry c
An isolated molecule of C5H8N2, computed with wB97M-V/def2-TZVPD.

Its HOMO-LUMO gap is 8.97 eV. The SMILES is Cn1cccc1N. For the HOMO energy, the calculation gives -7.96 eV. As for the net charge: 0.

Element x y z (Å)
C -1.30 -1.33 0.48
N -0.11 -0.56 0.23
C 1.19 -1.01 0.30
C 2.03 0.03 -0.01
C 1.22 1.16 -0.26
C -0.10 0.78 -0.14
N -1.29 1.42 -0.57
H -2.13 -0.70 0.16
H -1.29 -2.25 -0.11
H -1.42 -1.58 1.54
H 1.41 -2.05 0.51
H 3.11 -0.03 -0.12
H 1.53 2.16 -0.54
H -1.68 2.14 0.04
H -1.16 1.83 -1.49

Mulliken population analysis, charges in e, atoms 1 to 5:
1. C -0.937
2. N 0.144
3. C -0.458
4. C -0.529
5. C -0.610

=====

Stability, highest: entry a